{"formula": "H12O6", "method": "wB97M-V/def2-TZVPD", "total_charge": 0, "homo_ev": -10.87, "e_lumo_ev": 0.13, "symbols": ["O", "H", "H", "O", "H", "H", "O", "H", "H", "O", "H", "H", "O", "H", "H", "O", "H", "H"], "positions_angstrom": [[-0.335095, 0.986027, -2.639239], [-0.402976, 0.178192, -3.237600], [-0.367528, 0.746708, -1.744595], [-1.153517, -2.808941, -1.162127], [-0.882398, -1.904304, -0.941110], [-0.435968, -3.447489, -0.709461], [-0.325653, -0.215978, -0.113578], [-0.665960, 0.407353, 0.540510], [0.339024, -0.626646, 0.338435], [1.368674, 2.808850, -0.547960], [0.621242, 3.160168, -0.339925], [1.166242, 2.112895, -1.093852], [-1.957478, 1.218157, 2.118734], [-1.823441, 0.515392, 2.765825], [-2.636701, 1.520654, 2.607693], [2.112480, -1.515552, 1.122688], [2.716939, -0.889865, 1.571863], [2.662115, -2.245620, 1.463698]], "forces_ev_per_angstrom": [[0.0752, -0.2124, -3.7249], [0.1270, 1.5416, 1.7372], [-0.1863, -1.3936, 1.8614], [2.3794, -2.3321, 1.3871], [-0.0061, -0.1823, 0.1854], [-2.4866, 2.4697, -1.5819], [-2.7433, 1.9569, -1.3551], [-0.4871, 0.1115, -0.1106], [3.2844, -1.9867, 1.7273], [7.8296, -1.0277, 0.0911], [-7.2712, 3.6758, 2.1284], [-0.5276, -2.6353, -2.2890], [3.2369, -2.2591, -1.2765], [1.1823, -0.8621, -0.5007], [-4.3256, 3.0645, 1.7449], [1.8158, -0.0203, 1.3292], [-0.9259, 0.9129, -0.6513], [-0.9711, -0.8211, -0.7019]], "mulliken_charge": [-0.669, 0.319, 0.355, -0.660, 0.393, 0.309, -0.630, 0.328, 0.315, -0.579, 0.269, 0.301, -0.586, 0.301, 0.262, -0.634, 0.311, 0.295]}

***

{"formula": "H12O6", "method": "wB97M-V/def2-TZVPD", "total_charge": 0, "homo_ev": -10.73, "e_lumo_ev": 0.41, "symbols": ["O", "H", "H", "O", "H", "H", "O", "H", "H", "O", "H", "H", "O", "H", "H", "O", "H", "H"], "positions_angstrom": [[-0.206211, 0.968278, 1.765651], [0.407236, 1.274999, 1.079995], [0.058144, 1.301211, 2.615510], [0.222559, -1.649658, 1.122310], [-0.121659, -0.773565, 1.323620], [-0.542132, -2.165422, 0.737579], [1.930926, -0.158017, -0.704175], [1.401135, -0.929332, -0.472906], [2.448451, -0.260584, -1.506318], [-1.207325, 0.524396, -0.718480], [-1.384510, 1.002820, 0.132389], [-0.282102, 0.390042, -0.576694], [0.922677, 2.287100, -0.341530], [1.586199, 1.506894, -0.621879], [0.191142, 2.458166, -0.991395], [-1.853064, -2.094096, -0.582645], [-1.838475, -1.180048, -0.800632], [-1.732990, -2.503183, -1.460400]], "forces_ev_per_angstrom": [[-0.6629, -0.4757, -0.1775], [0.3060, 0.8367, 0.2176], [0.3226, 0.2538, 0.3500], [-0.3541, -1.2298, -0.8329], [-0.1923, 0.1535, 0.4378], [0.9820, 0.9211, 0.3831], [0.4412, 0.8074, -0.1002], [-0.0184, -0.6182, 0.2442], [-0.1784, -0.5877, -0.0006], [-1.2225, 1.0155, 0.8873], [-0.4001, -0.5386, -0.8994], [1.1237, -0.4480, -0.4673], [1.2212, -1.1258, -0.8658], [-2.4697, 2.1216, 0.2979], [1.4107, -0.7044, 0.6332], [-0.2343, -2.2378, -0.8676], [0.0724, 1.9547, 0.0490], [-0.1472, -0.0982, 0.7112]], "mulliken_charge": [-0.704, 0.351, 0.266, -0.710, 0.373, 0.405, -0.664, 0.359, 0.315, -0.755, 0.435, 0.296, -0.770, 0.458, 0.346, -0.682, 0.368, 0.314]}

***

{"formula": "H12O6", "method": "wB97M-V/def2-TZVPD", "total_charge": 0, "homo_ev": -10.35, "e_lumo_ev": -0.14, "symbols": ["O", "H", "H", "O", "H", "H", "O", "H", "H", "O", "H", "H", "O", "H", "H", "O", "H", "H"], "positions_angstrom": [[0.302215, -0.022165, 0.003667], [0.123070, 0.569752, 0.838477], [0.770239, -0.721578, 0.414182], [-1.714818, -2.015763, 0.585978], [-1.357955, -1.138578, 0.747382], [-1.115471, -2.413024, -0.098358], [-1.734791, 0.738847, -3.917696], [-2.356319, 0.391728, -4.573912], [-1.037450, 0.185180, -3.661309], [-1.920218, 1.288364, 3.198569], [-2.746033, 1.736480, 3.553596], [-2.144472, 0.883836, 2.364145], [2.961647, -0.859083, 0.735699], [3.744273, -1.398657, 0.559327], [2.292949, -1.272838, 0.216767], [2.150912, 1.082897, -0.533598], [1.401065, 1.333234, -0.115478], [2.066528, 0.139691, -0.825764]], "forces_ev_per_angstrom": [[-4.0725, 1.2165, 2.8666], [0.2852, -1.5737, -2.2302], [0.4567, -1.1335, 0.8930], [0.6068, -0.9493, -0.7409], [0.1167, -0.0119, -0.3454], [-0.9487, 0.7258, 0.9770], [-1.9130, 2.0657, -0.4117], [0.8359, -0.4341, 0.4249], [1.0719, -1.6132, 0.0006], [-1.0392, 1.0098, 1.1022], [1.5221, -0.9701, -0.9241], [-0.5275, -0.0634, -0.2299], [1.2231, -0.6807, 0.9361], [-0.0339, 0.0701, 0.2117], [-0.2944, -0.8626, -0.5266], [5.4722, -0.3214, -3.6036], [-2.8300, 0.9495, 1.1559], [0.0686, 2.5764, 0.4445]], "mulliken_charge": [-0.800, 0.370, 0.360, -0.624, 0.334, 0.303, -0.626, 0.322, 0.306, -0.635, 0.329, 0.311, -0.566, 0.303, 0.246, -0.558, 0.315, 0.310]}

***

{"formula": "H12O6", "method": "wB97M-V/def2-TZVPD", "multiplicity": 2, "total_charge": 1, "homo_ev": [-13.73, -13.72], "e_lumo_ev": [-3.72, -11.26], "symbols": ["O", "H", "H", "O", "H", "H", "O", "H", "H", "O", "H", "H", "O", "H", "H", "O", "H", "H"], "positions_angstrom": [[3.142009, -0.136255, -0.520342], [3.917122, 0.114284, -1.023010], [3.104029, 0.498984, 0.194682], [2.888224, -1.746073, 1.726723], [2.640322, -1.230895, 0.959017], [3.007911, -1.098791, 2.421665], [0.381067, -2.912106, -0.565282], [0.116785, -2.135596, -0.071902], [1.147001, -2.629674, -1.065095], [-1.811358, 2.518604, -1.463973], [-2.232949, 1.696418, -1.213976], [-2.424947, 2.926922, -2.074723], [-0.504820, -0.471287, 0.369878], [0.248701, -0.028948, 0.760735], [-1.214563, 0.168483, 0.426416], [-3.752143, 1.533369, 0.315714], [-4.440502, 2.193783, 0.236669], [-4.211888, 0.738778, 0.586804]], "forces_ev_per_angstrom": [[-0.6267, -0.3230, 0.2803], [0.3439, -0.0481, -0.2818], [0.1318, 0.6202, -0.0170], [-0.3350, -0.7560, 0.0109], [0.3002, 0.1973, -0.8851], [0.0706, 0.1943, 0.7309], [-0.0385, -1.6809, -0.0736], [-1.2456, 1.9922, 1.1731], [1.1339, 0.1817, -0.9098], [0.5941, 0.0309, -0.0760], [-0.4075, -0.0018, 0.1263], [-0.1050, 0.1359, -0.1774], [0.6253, -0.7673, -0.0462], [0.0988, 0.3417, 0.1103], [-0.5093, 0.1834, -0.0811], [0.3327, -0.4111, 0.0237], [-0.1093, 0.3224, -0.0312], [-0.2544, -0.2118, 0.1236]], "mulliken_charge": [-0.632, 0.311, 0.354, -0.454, 0.312, 0.379, -0.121, 0.460, 0.419, -0.625, 0.311, 0.307, -0.686, 0.311, 0.339, -0.604, 0.298, 0.320]}

***

no.,total energy (a.u.)
1,-458.57591
2,-458.63395
3,-458.52507
4,-458.21076